Record 1
This record from the OMol25 dataset describes a cluster of 9 separate species, C32H56N2O21 in total at a distorted geometry. The level of theory is ωB97M-V/def2-TZVPD.

Geometry as XYZ:
```
111
Properties=species:S:1:pos:R:3:forces:R:3
C -16.65800 -5.32700 -12.71600 -0.242 -0.676 -0.109
C -16.37500 -3.81000 -12.71200 -0.447 -1.237 0.521
C -16.90600 -3.03200 -13.91400 0.443 -0.655 0.838
O -18.17200 -2.63300 -13.43400 -0.662 0.833 -4.555
C -18.30200 -2.75800 -12.18600 -2.564 0.872 5.075
O -19.28600 -2.41600 -11.53300 1.955 -0.665 -1.382
O -17.19900 -3.26300 -11.63000 1.259 -0.645 -0.219
H -17.73200 -5.49500 -12.83700 0.001 0.131 -0.660
H -16.54300 -5.78300 -11.73900 0.565 0.413 0.480
H -16.08500 -6.01600 -13.39000 -0.414 1.132 0.131
H -15.33900 -3.59900 -12.50500 0.202 0.183 0.245
H -16.99500 -3.60000 -14.81700 -0.345 -0.527 -0.385
H -16.29200 -2.18700 -14.14100 0.238 0.792 0.004
C -16.60700 -0.21500 -10.18500 -0.501 -0.425 -0.791
C -17.34700 1.13500 -10.01100 1.675 -1.243 -1.530
C -18.60100 1.15600 -10.90700 1.183 -0.484 1.277
O -19.64400 1.13200 -9.95300 -0.839 0.193 -1.534
C -19.13800 1.25300 -8.75300 -1.693 -1.359 2.740
O -19.77300 1.14100 -7.74300 -0.800 0.714 0.149
O -17.84400 1.29200 -8.70800 2.100 0.456 -0.422
H -16.38700 -0.39400 -11.27400 -0.219 0.392 0.817
H -17.16900 -1.14100 -9.86100 0.408 1.244 -0.023
H -15.64100 -0.14000 -9.72500 0.465 -0.262 0.489
H -16.62500 1.95700 -10.25300 -0.725 -0.541 0.332
H -18.63900 0.28800 -11.56300 -0.322 0.153 -0.023
H -18.53700 2.09100 -11.36700 -0.738 1.397 -1.350
C -16.18800 3.24100 -13.37200 0.134 -1.780 1.652
C -15.50400 1.85400 -13.65300 -2.351 2.223 -1.480
C -16.46400 0.72600 -14.01900 1.219 -1.039 0.907
O -16.30300 0.59000 -15.42100 -0.726 -0.329 -0.673
C -15.23500 1.29500 -15.84400 0.221 -0.992 -3.364
O -14.75900 1.19900 -16.98200 -1.132 0.358 2.898
O -14.83000 2.09000 -14.90100 2.049 0.351 0.691
H -16.97400 3.54700 -14.06600 0.133 -0.386 -0.044
H -15.44400 4.01900 -13.33000 0.354 0.221 -0.127
H -16.58100 3.12800 -12.33800 -0.170 0.438 -0.525
H -14.88500 1.52800 -12.87400 1.463 0.007 0.990
H -17.43600 0.99400 -13.64000 -0.768 -0.205 -0.649
H -16.14600 -0.27000 -13.59300 -0.361 1.220 -0.062
C -17.99200 6.48700 -11.72400 -1.013 -4.084 0.081
O -18.66700 6.53300 -10.48700 -1.583 1.810 0.472
C -18.86400 5.57100 -9.68300 3.578 -8.083 3.092
O -18.14600 4.34200 -9.67900 -4.171 6.732 -0.609
O -19.71100 5.85800 -8.65300 0.614 0.018 -1.612
C -19.94600 4.90600 -7.56600 -1.196 -0.653 -0.386
H -18.56000 5.88900 -12.46400 -0.064 0.909 0.247
H -17.12600 5.91900 -11.59200 1.625 -0.912 0.298
H -17.70700 7.41900 -11.98900 0.226 3.036 -0.914
H -20.50500 3.97700 -7.87900 0.773 1.025 -0.187
H -20.61900 5.40300 -6.82100 0.891 -0.012 -0.841
H -19.01000 4.60400 -7.13600 0.397 -0.033 0.192
C -14.24200 5.82500 -10.83700 1.669 -1.137 -0.197
O -14.90900 6.86000 -10.08500 -0.115 1.222 0.210
C -14.46600 8.12600 -10.08800 6.435 1.258 -4.089
O -13.22900 8.51000 -10.67900 -7.332 -2.283 3.745
O -15.36300 8.98700 -9.61600 0.795 -1.013 -0.242
C -14.95800 10.32400 -9.30000 0.714 0.961 -0.241
H -14.90900 5.00700 -11.16000 -0.497 0.928 0.436
H -13.45300 5.24500 -10.27000 -0.845 1.171 0.004
H -13.73300 6.22500 -11.71600 -0.180 0.267 0.141
H -14.57900 10.38300 -8.30200 0.102 -0.394 0.807
H -15.81400 10.97700 -9.35100 -0.562 -0.244 -0.144
H -14.17100 10.79500 -9.90400 -0.242 -0.906 -0.442
C -11.52100 8.71500 -15.94900 -0.109 1.864 1.392
O -12.06000 7.79700 -16.81400 -1.498 -3.910 -0.952
C -12.36600 6.59000 -16.32100 0.253 -2.967 6.979
O -12.25800 6.28800 -14.96700 -0.550 2.011 -7.479
O -12.76800 5.65300 -17.20100 0.785 0.981 0.718
C -13.14200 4.31400 -16.67900 0.442 -0.690 0.478
H -12.28100 9.32900 -15.46600 -0.248 -0.192 0.032
H -11.03900 9.35800 -16.62200 1.155 1.121 -0.571
H -10.87300 8.37500 -15.16100 0.281 -0.732 -0.038
H -13.01300 3.49400 -17.43700 -0.148 1.496 0.133
H -14.18300 4.36900 -16.37100 0.034 0.020 -0.039
H -12.53500 3.96600 -15.80900 -0.318 0.948 -0.622
C -12.48400 0.37400 -9.08500 -1.085 -0.760 1.047
O -11.64800 1.22600 -9.87000 0.677 -0.083 -0.801
C -12.25500 1.97500 -10.74700 -8.978 0.949 1.066
O -13.65400 2.22400 -10.64200 7.757 -1.293 -0.861
O -11.52300 2.44000 -11.70100 1.412 -0.817 0.255
C -12.15900 3.04700 -12.79000 -2.055 1.385 -1.509
H -13.29700 -0.09300 -9.67900 0.560 0.618 0.096
H -12.94100 0.96700 -8.26600 0.288 -0.436 -0.503
H -11.88500 -0.46900 -8.67000 0.002 1.007 -0.365
H -12.69300 2.36000 -13.51200 0.786 0.216 1.137
H -11.47500 3.66500 -13.38200 0.328 -0.420 0.513
H -12.92500 3.73300 -12.39200 0.187 -0.281 -0.271
C -12.74300 -1.47200 -16.08600 0.989 0.928 -1.171
C -13.45600 -2.71400 -15.62600 1.914 -0.918 0.714
C -13.06400 -2.98400 -14.15700 0.256 1.394 0.489
C -13.54300 -1.88800 -13.25900 -0.490 1.062 1.272
N -13.88700 -1.04200 -12.52700 0.662 -1.739 -1.668
H -13.06800 -1.23200 -17.10000 -0.316 0.338 0.157
H -11.65700 -1.62200 -16.25200 -0.398 -0.154 0.571
H -12.85500 -0.56000 -15.44900 -0.179 -0.846 -0.403
H -13.10700 -3.61000 -16.19500 -0.425 0.743 0.192
H -14.50000 -2.59000 -15.75600 -1.131 -0.098 0.029
H -11.97200 -2.96900 -14.01800 -0.165 0.038 -0.396
H -13.35400 -3.92400 -13.73900 -0.609 -0.661 0.128
C -14.01900 10.59100 -13.08600 0.110 -0.182 1.375
C -15.16700 9.59600 -13.41000 0.595 1.229 -0.052
C -14.55700 8.34800 -14.01400 0.217 -1.355 0.697
C -15.56000 7.29300 -14.28100 -0.959 -1.404 -0.602
N -16.31100 6.43000 -14.51500 1.299 1.676 0.558
H -13.63300 10.94500 -14.01200 0.327 0.498 -0.925
H -13.14200 10.08000 -12.58300 -1.234 0.587 -0.164
H -14.34800 11.50900 -12.50300 0.334 -1.269 -0.557
H -15.81800 10.10200 -14.14300 -0.032 -0.380 0.312
H -15.75500 9.35400 -12.52700 -0.014 -0.041 0.066
H -13.82000 7.87600 -13.29000 -0.636 0.683 -0.891
H -14.03400 8.54600 -14.95600 -0.140 -0.022 0.284
```
Positions in Å, forces in eV/Å.

- lowest unoccupied orbital energy (eV) = 0.19
- gap between HOMO and LUMO (eV) = 9.973
- E_tot (eV) = -80063.515
- structure (SMILES) = C[C@H]1COC(=O)O1.C[C@H]1COC(=O)O1.C[C@H]1COC(=O)O1.COC(=O)OC.COC(=O)OC.COC(=O)OC.COC(=O)OC.CCCC#N.CCCC#N
- relative energy (zero: lowest compared OMol25 entry of this formula, charge and spin) (kJ/mol) = 46.9
- maximum force (Eh/bohr) = 0.182

=====

Record 2
This record from the OMol25 dataset describes a structure of composition C27H41ClN2O6PReSSe at a distorted geometry. The level of theory is ωB97M-V/def2-TZVPD.

Geometry as XYZ:
```
81
Properties=species:S:1:pos:R:3:forces:R:3
Re 1.70878 -1.11252 -0.01518 -0.114 -0.084 1.095
C -6.09134 -3.16420 -1.43097 0.003 -0.012 0.004
C -4.75174 -3.07885 -0.74854 0.002 0.032 0.000
C -4.14484 -4.20777 -0.21306 0.021 -0.033 0.018
C -2.91440 -4.12582 0.43068 0.051 -0.076 0.032
C -2.27658 -2.90435 0.52585 0.019 0.080 -0.089
C -2.87140 -1.76094 0.00855 0.033 0.083 0.013
C -4.09851 -1.85192 -0.62475 -0.017 -0.050 -0.020
S -0.67483 -2.79266 1.37148 -0.472 -0.048 0.570
O -0.42844 -4.18711 1.80125 0.135 0.052 -0.140
O 1.32938 1.32433 5.36620 0.138 -0.060 -0.071
N 0.21895 -2.41747 0.00551 0.708 0.129 -0.548
C 0.27926 -3.47121 -1.00275 0.078 0.005 -0.065
C 1.72866 -3.64563 -1.46270 -0.697 -0.906 -0.495
O 2.03634 -4.51581 -2.25928 0.029 0.447 0.357
O 2.55100 -2.77623 -0.95779 0.148 1.130 0.617
H -6.39477 -4.20124 -1.57377 -0.001 -0.003 0.001
H -6.06669 -2.68027 -2.40892 0.004 0.004 0.009
H -6.86442 -2.66688 -0.84088 0.013 0.001 -0.002
H -4.64088 -5.16854 -0.29844 0.008 0.000 0.011
H -2.43390 -4.99595 0.86092 -0.025 -0.016 -0.010
H -2.37987 -0.79924 0.10089 0.046 0.142 -0.002
H -4.55928 -0.95534 -1.02739 0.040 0.000 0.023
H -0.33844 -3.24058 -1.87543 0.003 -0.008 0.015
H -0.05551 -4.42917 -0.59867 -0.010 0.026 0.022
N 3.86411 -0.78922 0.22008 -0.190 -0.113 -0.103
C 4.13367 0.43202 1.00362 0.056 0.112 0.076
C 2.90658 1.33884 1.07436 0.505 0.630 0.467
O 2.98985 2.41651 1.63399 -0.028 -0.594 -0.309
O 1.84155 0.88540 0.48043 -0.248 -0.983 -0.332
H 4.11969 -1.61853 0.74975 0.061 0.007 0.031
H 4.36435 -0.80960 -0.65954 0.000 0.010 -0.037
H 4.95799 1.00802 0.58225 -0.002 -0.049 -0.017
H 4.39416 0.16145 2.02408 -0.007 -0.009 -0.011
C -0.32330 4.25900 5.46714 -0.003 -0.053 0.050
C -0.57817 3.67886 4.10700 -0.060 -0.028 -0.068
C 0.01863 4.21158 2.97252 -0.088 -0.052 0.212
C -0.18712 3.67067 1.71166 -0.271 -0.393 0.096
C 0.51002 4.27923 0.53138 -0.019 -0.015 0.004
C -1.02784 2.54130 1.58417 0.237 0.217 0.551
Se -1.34267 1.81609 -0.10229 -0.083 -0.783 -0.943
C -1.62280 1.96855 2.73777 0.192 0.218 -0.296
C -2.45452 0.71938 2.67050 0.060 0.035 -0.004
C -1.39334 2.55632 3.96739 0.157 0.249 0.098
H 0.26980 5.17116 5.40362 0.008 0.023 0.009
H 0.21700 3.53466 6.07902 0.021 0.022 0.055
H -1.26140 4.49210 5.97531 0.003 0.027 0.033
H 0.67935 5.06553 3.07275 0.019 0.051 0.025
H 1.07362 5.15915 0.84023 0.029 0.048 0.022
H -0.19812 4.55949 -0.24948 -0.004 -0.027 -0.025
H 1.21080 3.55790 0.11064 -0.022 0.006 -0.077
H -3.22122 0.78186 1.89909 -0.002 0.025 -0.056
H -2.93039 0.52947 3.63211 -0.007 -0.011 0.055
H -1.82419 -0.14101 2.42957 -0.005 -0.009 -0.047
H -1.83312 2.11137 4.85313 -0.013 -0.001 0.048
C 3.13120 1.70853 -2.46398 0.019 -0.024 -0.059
C 1.64037 1.38984 -2.51428 0.137 0.014 0.208
P 1.27590 -0.38585 -2.19618 -0.554 0.896 -1.357
C 2.22380 -1.21442 -3.54205 0.128 -0.139 0.193
C 1.98207 -0.70597 -4.96005 -0.070 0.068 0.022
C -0.47948 -0.59089 -2.76815 0.008 -0.189 0.165
C -1.12535 0.52733 -3.58479 0.100 0.107 0.018
H 3.29810 2.78430 -2.54210 -0.018 -0.027 0.005
H 3.67570 1.22573 -3.27822 0.038 0.007 -0.002
H 3.57226 1.38216 -1.52231 0.024 0.014 0.021
H 1.22778 1.68107 -3.48215 -0.014 -0.097 0.033
H 1.10656 1.95616 -1.74796 -0.097 -0.071 0.024
H 2.00528 -2.28174 -3.48404 -0.006 -0.005 -0.032
H 3.27999 -1.13162 -3.27128 0.018 -0.004 -0.022
H 0.93597 -0.81811 -5.25016 0.021 -0.001 0.016
H 2.57902 -1.27396 -5.67633 0.008 -0.008 0.050
H 2.24655 0.34744 -5.07142 -0.011 -0.020 0.010
H -1.06158 -0.77862 -1.86438 0.003 0.098 0.005
H -0.50141 -1.52260 -3.34076 0.033 -0.046 -0.034
H -1.10850 1.47968 -3.05437 -0.031 -0.052 0.098
H -2.17032 0.28137 -3.78724 0.046 -0.030 0.035
H -0.62843 0.67578 -4.54468 0.008 -0.027 -0.028
Cl 2.14774 -1.68691 2.38251 -0.059 0.068 -0.323
C 1.71544 1.13761 4.24030 -0.193 0.055 0.047
H 2.74745 0.81692 4.02729 0.081 -0.005 0.041
H 1.06437 1.27461 3.36172 -0.058 0.021 0.013
```
Positions in Å, forces in eV/Å.

- lowest unoccupied orbital energy (alpha / beta) (eV) = 1.80 / 0.55
- gap between HOMO and LUMO (alpha / beta) (eV) = 5.936 / 3.946
- net charge = -1
- 2S+1 = 2
- E_tot (eV) = -144057.003
- relative energy (zero: lowest compared OMol25 entry of this formula, charge and spin) (kJ/mol) = 63.9
- maximum force (Eh/bohr) = 0.033

=====

Record 3
This record from the OMol25 dataset describes a cluster of 2 separate species, C2H4N4O in total at a distorted geometry. The level of theory is ωB97M-V/def2-TZVPD.

Geometry as XYZ:
```
11
Properties=species:S:1:pos:R:3:forces:R:3
N 2.18473 0.60641 -0.22959 -0.157 -0.016 0.073
C 1.15078 1.44292 -0.41704 -0.786 0.553 -0.104
N 0.01786 -2.18920 0.05118 -0.524 0.236 0.061
N -1.08196 -1.66644 0.20216 0.519 -0.218 -0.095
C -1.13251 -0.28058 0.66220 -0.189 -0.017 -0.222
O -2.11358 0.24131 -0.01732 0.326 0.067 0.209
N 0.23767 2.13231 -0.62469 0.924 -0.617 0.142
H 1.88453 -0.34330 -0.00982 -0.035 0.094 0.007
H 2.90168 0.95276 0.39590 -0.135 -0.021 -0.098
H -1.97067 -2.10177 -0.13302 0.086 0.037 0.055
H -2.07854 1.20559 0.12005 -0.029 -0.098 -0.027
```
Positions in Å, forces in eV/Å.

- lowest unoccupied orbital energy (eV) = -0.29
- gap between HOMO and LUMO (eV) = 8.526
- E_tot (eV) = -10141.592
- relative energy (zero: lowest compared OMol25 entry of this formula, charge and spin) (kJ/mol) = 534.8
- maximum force (Eh/bohr) = 0.022